Below is 2 unconnected molecules or ions with the total composition C2H5NS at a distorted geometry, with properties calculated with ωB97M-V/def2-TZVPD.

Summary:
- multiplicity = 1
- LUMO level (alpha / beta) (eV) = -0.16 / 0.17
- gap between HOMO and LUMO (alpha / beta) (hartree) = 0.2990 / 0.2917
- relative energy (zero: lowest compared OMol25 entry of this formula, charge and spin) (eV) = 3.764

Bonds (Å) are listed after each position.
CARTESIAN COORDINATES (ANGSTROEM)
1 C -0.65965 0.64953 0.44383  N3 1.317, S4 1.606
2 C 0.82892 -1.41516 0.07261  H5 1.043, H6 1.158, H7 1.172
3 N -0.34441 1.55332 -0.46025  C1 1.317, H8 1.047, H9 0.991
4 S -1.92687 0.46321 1.41244  C1 1.606
5 H 1.65056 -1.48048 -0.56608  C2 1.043
6 H 0.94739 -1.55971 1.21578  C2 1.158
7 H 0.03991 -2.13916 -0.40327  C2 1.172
8 H 0.41763 1.59727 -1.17708  N3 1.047
9 H -0.95348 2.33119 -0.53799  N3 0.991